Density functional theory data (the ωB97M-V functional and the def2-TZVPD basis) for a cluster of 2 separate species, C5H14O in total in a non-equilibrium geometry.

Properties
Net charge: 0
Multiplicity: 1
Energy above the lowest of the compared OMol25 structures with the same formula, charge and spin in kcal/mol: 38.18
SMILES string: CCC.CCO
LUMO energy in eV: 0.97
Energy in eV: -7458.1298

Positions of all 20 atoms, in Å:
O 3.93 -1.43 -3.17
C 4.18 -1.69 -1.80
C -3.65 1.23 3.13
C 3.61 -0.82 -0.74
C -3.55 0.83 1.62
C -4.51 1.72 0.82
H -3.39 0.52 3.91
H 4.30 -0.56 -3.32
H -4.69 1.56 3.23
H 2.61 -0.40 -0.94
H 5.25 -1.96 -1.53
H 4.24 0.03 -0.44
H -4.97 2.58 1.38
H -2.49 1.05 1.48
H -5.42 1.27 0.43
H -3.78 -0.19 1.37
H 3.72 -1.26 0.26
H -3.96 2.22 0.01
H -3.05 2.10 3.41
H 3.77 -2.70 -1.71

Table of Mulliken atomic charges, one value per atom, all in e:
1. O -0.493
2. C -0.262
3. C -1.136
4. C -0.982
5. C -0.152
6. C -1.017
7. H 0.330
8. H 0.296
9. H 0.284
10. H 0.299
11. H 0.246
12. H 0.315
13. H 0.280
14. H 0.200
15. H 0.312
16. H 0.324
17. H 0.314
18. H 0.276
19. H 0.299
20. H 0.268